Entry from OMol25: C8H10BF4NPd as an isolated structure at a distorted geometry (the ωB97M-V functional and the def2-TZVPD basis).

Cartesian coordinates (Å):
C  1.497  1.479  -0.824
C  1.842  0.090  -0.753
C  2.097  -0.236  0.610
C  1.898  0.940  1.390
C  1.532  2.004  0.504
Pd  0.221  0.460  0.418
C  -0.973  -1.135  -2.202
C  -1.721  0.024  -1.950
C  -2.604  0.548  -2.884
N  -1.695  0.640  -0.610
H  2.329  -1.209  1.020
H  1.869  -0.591  -1.594
H  2.018  1.006  2.466
H  1.325  3.028  0.804
H  1.297  2.036  -1.738
H  -0.804  -1.388  -3.256
H  -2.037  1.607  -0.687
H  -0.743  -1.838  -1.400
H  -2.667  0.059  -3.853
H  -3.173  1.426  -2.600
F  -1.107  -1.362  2.322
B  -0.310  -1.801  3.449
F  -0.697  -1.081  4.605
F  -0.463  -3.198  3.617
F  1.070  -1.507  3.146

Computed properties:
Energy above the lowest of the compared OMol25 structures with the same formula, charge and spin: 0.0 kcal/mol
Frontier orbital gap (alpha / beta): 8.359 / 7.587 eV
⟨S²⟩: 6.0470
2S+1: 5
Calculated total energy: -917.75752 hartree

Atom charges from the Mulliken analysis, given in e for atoms 1 to 5:
1 C -0.55
2 C -0.34
3 C -0.47
4 C -0.55
5 C -0.31



Entry from OMol25: a 2-piece molecular cluster, C12H29BN3O2 overall (the ωB97M-V functional and the def2-TZVPD basis).

Cartesian coordinates (Å):
C  3.381  -3.911  3.231
N  3.446  -3.719  1.804
C  2.655  -4.714  1.122
B  3.299  -2.272  1.299
O  4.578  -1.610  1.186
N  2.158  -1.632  0.927
C  0.892  -2.203  1.192
C  -0.263  -1.207  1.172
O  -0.216  -0.094  0.703
N  -1.463  -1.680  1.787
C  -1.769  -3.086  1.523
C  -2.624  -0.843  1.499
H  3.881  -4.841  3.541
H  3.869  -3.082  3.750
H  2.346  -3.968  3.618
H  1.619  -4.792  1.496
H  2.628  -4.496  0.054
H  3.103  -5.712  1.247
H  5.075  -1.694  2.001
H  0.810  -2.721  2.165
H  0.583  -2.951  0.429
H  -1.128  -3.745  2.106
H  -2.804  -3.274  1.805
H  -1.649  -3.346  0.466
H  -3.137  -1.161  0.583
H  -2.310  0.188  1.386
H  -3.335  -0.916  2.324
C  0.376  4.612  -3.835
C  -1.116  4.591  -3.519
C  -1.426  4.823  -2.041
C  -0.849  3.769  -1.092
C  -1.276  2.331  -1.381
C  -2.781  2.112  -1.263
H  0.909  3.820  -3.309
H  0.554  4.473  -4.903
H  0.822  5.567  -3.543
H  -1.543  3.638  -3.842
H  -1.618  5.366  -4.107
H  -2.512  4.876  -1.912
H  -1.041  5.807  -1.749
H  -1.143  4.025  -0.069
H  0.243  3.819  -1.108
H  -0.770  1.670  -0.677
H  -0.940  2.031  -2.378
H  -3.132  2.371  -0.261
H  -3.033  1.065  -1.441
H  -3.346  2.713  -1.982

Computed properties:
Total charge: -1
Frontier orbital gap: 6.369 eV
2S+1: 1
Calculated total energy: -814.31346 hartree

Atom charges from the Mulliken analysis, given in e for atoms 1 to 5:
1 C -0.91
2 N -0.09
3 C -0.91
4 B 0.36
5 O -0.62



Entry from OMol25: one molecule with the formula C4H8O2 (the ωB97M-V functional and the def2-TZVPD basis).

Cartesian coordinates (Å):
C  -1.984  0.440  0.142
C  -0.695  -0.289  0.431
O  -0.446  -0.723  1.543
C  0.322  -0.433  -0.683
C  1.639  0.244  -0.261
O  2.268  -0.438  0.791
H  -1.807  1.300  -0.512
H  -2.674  -0.230  -0.387
H  -2.447  0.759  1.077
H  0.528  -1.500  -0.828
H  -0.044  -0.009  -1.625
H  1.444  1.303  -0.007
H  2.323  0.238  -1.115
H  1.574  -0.662  1.433

Computed properties:
Energy above the lowest of the compared OMol25 structures with the same formula, charge and spin: 18.9 kcal/mol
Frontier orbital gap: 10.797 eV
2S+1: 1
SMILES: CC(=O)CCO
Calculated total energy: -307.68223 hartree

Atom charges from the Mulliken analysis, given in e for atoms 1 to 5:
1 C -1.14
2 C 0.79
3 O -0.61
4 C -0.60
5 C -0.43



Entry from OMol25: one molecule with the formula C15H18F3N3O at a distorted geometry (the ωB97M-V functional and the def2-TZVPD basis).

Cartesian coordinates (Å):
N  0.310  1.860  3.333
C  0.733  1.613  1.921
C  -0.155  0.479  1.247
C  -0.078  0.580  -0.319
C  -1.382  0.242  -1.175
C  -2.734  0.910  -0.772
C  -3.598  0.063  0.234
C  -3.930  -1.362  -0.270
F  -4.797  -1.655  -1.309
C  -3.336  -2.464  0.379
F  -2.243  -3.136  -0.093
F  -3.791  -2.940  1.574
N  -0.846  0.521  -2.550
C  0.578  0.220  -2.583
O  1.263  0.417  -3.550
C  0.918  -0.317  -1.140
C  2.395  -0.470  -0.695
C  3.550  -0.119  -1.529
C  4.873  -0.363  -0.974
N  5.177  -0.862  0.249
C  4.091  -1.193  0.993
C  2.692  -1.036  0.635
H  -0.607  2.321  3.293
H  0.122  0.943  3.760
H  1.827  1.401  1.863
H  0.506  2.565  1.361
H  -1.218  0.742  1.527
H  0.032  -0.540  1.665
H  0.046  1.675  -0.557
H  -1.525  -0.877  -1.246
H  -3.345  0.982  -1.721
H  -2.632  1.969  -0.412
H  -4.578  0.598  0.409
H  -3.133  -0.056  1.248
H  -1.048  1.479  -2.859
H  0.499  -1.362  -1.098
H  3.415  0.282  -2.553
H  5.741  -0.109  -1.636
H  4.295  -1.632  2.004
H  1.914  -1.371  1.348

Computed properties:
Frontier orbital gap: 7.165 eV
2S+1: 1
SMILES: NCC[C@@H]1[C@@H](CCC(F)=C(F)F)NC(=O)[C@H]1c1ccncc1
Calculated total energy: -1121.28772 hartree

Atom charges from the Mulliken analysis, given in e for atoms 1 to 5:
1 N -0.71
2 C -0.60
3 C -0.30
4 C 0.37
5 C 0.32



Entry from OMol25: a 2-piece molecular cluster, C2H10N3O overall at a distorted geometry (the ωB97M-V functional and the def2-TZVPD basis).

Cartesian coordinates (Å):
C  0.626  -0.341  1.702
N  1.088  -0.557  0.302
C  0.413  -0.469  -0.862
N  0.952  -1.157  -1.867
N  -0.834  0.081  -1.023
H  -0.334  0.094  1.817
H  1.455  0.263  2.099
H  0.682  -1.460  2.267
H  2.080  -0.974  0.137
H  0.224  -1.262  -2.766
H  1.922  -1.580  -2.139
H  -1.171  0.310  -1.944
H  -1.166  0.601  -0.169
H  -1.645  2.526  1.497
H  -2.588  1.957  0.366
O  -1.703  1.969  0.583

Computed properties:
Energy above the lowest of the compared OMol25 structures with the same formula, charge and spin: 45.3 kcal/mol
Total charge: +2
Frontier orbital gap (alpha / beta): 11.679 / 6.145 eV
⟨S²⟩: 0.7614
2S+1: 2
Calculated total energy: -320.92983 hartree

Atom charges from the Mulliken analysis, given in e for atoms 1 to 5:
1 C -0.58
2 N -0.06
3 C 0.77
4 N -0.43
5 N -0.27



Entry from OMol25: one molecule with the formula C6H6 at a distorted geometry (the ωB97M-V functional and the def2-TZVPD basis).

Cartesian coordinates (Å):
C  3.358  0.002  -0.010
C  1.900  -0.005  0.008
C  0.691  -0.001  0.008
C  -0.691  0.002  0.009
C  -1.900  0.006  -0.001
C  -3.359  -0.004  -0.006
H  3.735  1.130  0.592
H  3.746  -0.656  0.383
H  3.758  -0.468  -1.006
H  -3.749  -0.339  -0.704
H  -3.742  -0.657  1.092
H  -3.750  0.987  -0.416

Computed properties:
Energy above the lowest of the compared OMol25 structures with the same formula, charge and spin: 198.3 kcal/mol
Frontier orbital gap: 9.651 eV
2S+1: 1
SMILES: CC#CC#CC
Calculated total energy: -231.91024 hartree

Atom charges from the Mulliken analysis, given in e for atoms 1 to 5:
1 C -1.13
2 C 0.09
3 C 0.09
4 C 0.09
5 C 0.09



Number 3 is which compound? C4H8O2